P) Molecular formula: CHCl3S
Method: DFT, ωB97M-V/def2-TZVPD

The geometry in XYZ format:
```
6
CHCl3S ωB97M-V/def2-TZVPD
S 0.315 -0.410 -0.838
C 0.418 -1.488 0.241
Cl -0.089 -3.120 0.177
H 0.837 -1.427 1.272
Cl 3.371 0.778 1.178
Cl 4.036 0.398 -0.667
```

SMILES: S=CCl.ClCl
Frontier orbital gap in eV: 8.37
E_LUMO in eV: -1.10

Q) Molecular formula: CHCl3S
Method: DFT, ωB97M-V/def2-TZVPD

The geometry in XYZ format:
```
6
CHCl3S ωB97M-V/def2-TZVPD
S -1.147 0.587 0.763
C 0.326 0.218 -0.258
Cl 0.405 -1.818 -0.173
Cl 1.646 0.938 0.648
Cl 0.475 0.613 -1.937
H -1.705 -0.538 0.957
```

SMILES: SC(Cl)(Cl)Cl
Frontier orbital gap in eV: 9.56
E_LUMO in eV: -0.56

Decreasing stability: Q), P)

P) Molecular formula: CH5NOS2
Method: DFT, ωB97M-V/def2-TZVPD

The geometry in XYZ format:
```
10
CH5NOS2 ωB97M-V/def2-TZVPD
N -1.466 -0.473 0.818
C -2.674 -1.008 0.417
O -3.414 -0.753 -0.513
H -0.909 0.067 0.105
H -0.887 -1.193 1.164
H -2.722 -1.974 1.034
S 2.290 2.287 -1.188
S 3.561 1.563 0.461
H 2.439 1.105 -2.001
H 3.782 0.379 -0.297
```

SMILES: NC=O.SS
Frontier orbital gap in eV: 8.62
E_LUMO in eV: -0.38

Q) Molecular formula: CH5NOS2
Method: DFT, ωB97M-V/def2-TZVPD

The geometry in XYZ format:
```
10
CH5NOS2 ωB97M-V/def2-TZVPD
C 0.482 1.118 -0.417
N -0.866 -1.535 0.224
O 2.202 -0.848 0.402
S -2.066 -0.391 0.466
S 1.142 -0.691 -0.539
H 0.275 1.453 0.597
H 1.268 1.670 -0.846
H -0.358 1.155 -1.025
H -0.942 -2.382 -0.310
H -0.441 -1.806 1.109
```

Frontier orbital gap (spin up / spin down) in eV: 6.64 / 7.72
E_LUMO (spin up / spin down) in eV: -1.03 / -0.50

Decreasing stability: P), Q)

P) Molecular formula: C7H11N2
Method: DFT, ωB97M-V/def2-TZVPD

The geometry in XYZ format:
```
20
C7H11N2 ωB97M-V/def2-TZVPD
C 1.086 2.485 1.082
C 0.378 1.163 0.869
C -0.088 0.768 -0.435
C 0.657 0.134 -1.512
C -0.355 -0.707 -0.707
N -1.598 -1.058 -1.480
C 0.066 -1.605 0.437
C -0.298 -0.831 1.762
N -0.118 0.415 1.932
H 1.741 2.440 1.904
H 0.366 3.197 1.376
H 1.400 2.681 0.088
H 0.445 0.164 -2.477
H 1.774 0.079 -1.264
H -2.362 -0.390 -1.340
H -1.819 -1.925 -1.000
H -1.484 -1.206 -2.544
H 1.093 -1.732 0.277
H -0.395 -2.573 0.467
H -0.490 -1.498 2.565
```

SMILES: CC1=C2C[C@@]2([NH3+])CC=N1
Frontier orbital gap in eV: 8.26
E_LUMO in eV: -4.27
Total charge: +1

Q) Molecular formula: C7H11N2
Method: DFT, ωB97M-V/def2-TZVPD

The geometry in XYZ format:
```
20
C7H11N2 ωB97M-V/def2-TZVPD
C 1.371 3.236 1.850
C 0.370 2.351 1.159
C 1.586 2.750 0.403
C 1.411 0.138 0.452
C 0.715 -1.866 0.687
C -0.672 -1.527 -2.314
C -1.134 -1.497 -0.830
N -0.228 -2.221 0.015
N 1.238 1.433 0.611
H 0.973 4.164 2.050
H 1.864 2.754 2.692
H -0.701 2.497 0.933
H 1.984 3.400 -0.395
H 2.257 -0.107 -0.270
H 1.350 -2.354 1.280
H -1.406 -0.937 -2.858
H 0.400 -1.463 -2.462
H -0.958 -2.503 -2.733
H -1.175 -0.375 -0.597
H -2.160 -2.053 -0.764
```

Frontier orbital gap in eV: 10.04
E_LUMO in eV: -3.69
Total charge: +1

R) Molecular formula: C7H11N2
Method: DFT, ωB97M-V/def2-TZVPD

The geometry in XYZ format:
```
20
C7H11N2 ωB97M-V/def2-TZVPD
C -2.716 -0.816 0.364
C -1.353 -0.242 0.098
C -0.220 -0.845 -0.192
C 0.942 -1.564 -0.788
C 1.099 -0.112 -0.319
N 1.754 -0.062 1.086
C 0.931 1.279 -0.846
C -0.353 1.812 -0.185
N -1.301 1.178 0.359
H -3.119 -0.362 1.244
H -2.753 -1.859 0.371
H -3.183 -0.647 -0.594
H 1.502 -2.269 -0.177
H 1.069 -1.612 -1.916
H 1.756 -1.016 1.618
H 1.084 0.657 1.492
H 2.720 0.366 1.063
H 0.637 1.307 -1.914
H 1.773 1.930 -0.626
H -0.270 2.874 -0.138
```

SMILES: CC1=C2C[C@@]2([NH3+])CC=N1
Frontier orbital gap in eV: 9.57
E_LUMO in eV: -3.76
Total charge: +1

Decreasing stability: R), P), Q)

P) Molecular formula: C4H15N2O
Method: DFT, ωB97M-V/def2-TZVPD

The geometry in XYZ format:
```
22
C4H15N2O ωB97M-V/def2-TZVPD
C -1.165 -0.668 -0.493
N -1.117 -1.966 0.091
C 0.148 0.113 -0.329
N 1.298 -0.564 -1.066
C -1.078 2.347 -0.343
C 0.142 1.563 -0.791
H -1.403 -0.874 -1.544
H -1.930 -0.064 0.005
H -1.910 -2.573 -0.139
H -0.791 -2.115 1.055
H 0.429 0.038 0.722
H 1.118 -0.568 -2.072
H 1.406 -1.546 -0.807
H 2.178 -0.092 -0.845
H -1.230 3.247 -0.940
H -1.991 1.787 -0.551
H -1.045 2.673 0.691
H 1.115 1.969 -0.534
H 0.116 1.580 -1.884
H 1.617 -1.438 2.700
H 2.035 0.034 2.877
O 1.359 -0.528 2.452
```

Frontier orbital gap (spin up / spin down) in eV: 11.87 / 6.27
Spin multiplicity: 2
E_LUMO (spin up / spin down) in eV: -7.34 / -12.94
Total charge: +2

Q) Molecular formula: C4H15N2O
Method: DFT, ωB97M-V/def2-TZVPD

The geometry in XYZ format:
```
22
C4H15N2O ωB97M-V/def2-TZVPD
N 1.080 -1.741 -1.058
C 1.963 -0.643 -0.582
C 1.486 -0.050 0.720
N -0.008 0.157 0.746
C -0.558 1.331 0.070
C -1.868 1.792 0.827
H 1.325 -1.958 -2.055
H 0.961 -2.519 -0.456
H 0.057 -1.351 -1.025
H 2.092 0.110 -1.331
H 2.903 -1.088 -0.317
H 1.651 -0.696 1.548
H 2.000 0.945 0.783
H -0.383 0.211 1.717
H 0.163 2.252 -0.064
H -0.837 1.161 -0.957
H -1.661 2.328 1.729
H -2.373 0.861 1.256
H -2.434 2.502 0.228
H -1.663 -0.800 0.064
H -2.379 -1.424 -1.173
O -1.515 -1.379 -0.671
```

Frontier orbital gap (spin up / spin down) in eV: 13.44 / 7.58
Spin multiplicity: 2
E_LUMO (spin up / spin down) in eV: -6.99 / -12.83
Total charge: +2

Decreasing stability: P), Q)